19
Properties=species:S:1:pos:R:3:forces:R:3 method="wB97M-V/def2-TZVPD" homo_ev="-6.05 / -6.55" total_charge=0 gap_ev="7.02 / 7.62" lumo_ev="0.971 / 1.072"
C -1.6551 -0.6152 -0.6831 0.78 0.94 1.74
C 0.7049 0.2188 0.2000 -1.57 0.99 0.70
C -0.2084 -0.7952 -0.3487 1.57 -3.23 -0.27
N 1.6510 -0.2650 1.1490 0.70 -0.60 0.89
N 1.3836 1.1043 -0.7173 0.01 -0.01 -0.45
N 0.2704 -2.0828 -0.5452 0.32 -0.02 -0.13
C -1.5335 0.8131 -0.3035 -1.56 2.48 -1.49
C -0.7565 1.1940 0.8270 0.79 -1.26 -0.13
H 1.5985 0.0675 2.1028 -0.57 -0.01 -0.21
H 2.6305 -0.2395 0.8919 -0.25 0.24 -0.49
H 0.7972 1.3221 -1.5140 0.00 -0.05 0.03
H 1.6459 1.9795 -0.2709 -0.01 -0.19 0.04
H 1.1937 -2.3155 -0.2067 -0.02 0.31 -0.07
H -0.3642 -2.8639 -0.4267 -0.13 0.36 -0.03
H -2.3397 -1.1922 -0.0406 0.08 -0.26 -0.02
H -1.8931 -0.8266 -1.7268 0.05 0.18 -0.02
H -1.6218 1.5271 -1.1118 -0.25 0.20 0.04
H -0.4714 2.2386 0.9467 -0.14 -0.07 -0.15
H -1.0320 0.7308 1.7780 0.19 0.00 0.01



8
Properties=species:S:1:pos:R:3:forces:R:3 method="wB97M-V/def2-TZVPD" homo_ev=-10.54 total_charge=0 gap_ev=9.73 lumo_ev=-0.812 smiles="C#CC(=O)Br.Br"
C -0.4133 1.7199 -1.4928 0.50 0.18 0.19
C -0.1641 1.1190 -0.4786 0.14 -0.81 0.43
C 0.2091 0.3899 0.7606 -0.30 1.93 -0.67
O 0.1147 -0.7517 1.0314 0.11 0.09 -0.05
Br 0.8932 1.7477 2.0453 -0.19 -0.71 -0.36
Br -0.2220 -3.9903 0.1378 0.16 0.62 0.07
H -0.4892 2.3499 -2.3707 -0.20 -0.50 0.51
H 0.0717 -2.5845 0.3668 -0.21 -0.81 -0.12



Result set for energy above the lowest of the compared OMol25 structures with the same formula, charge and spin: 97.5; 30.9 kcal/mol, one per record in the order listed.
Result set for DFT total energy: -361.23407; -5338.70105 a.u., one per record in the order listed.